(1)
171
Properties=species:S:1:pos:R:3:mulliken_charge:R:1 method="wB97M-V/def2-TZVPD" homo_lumo_gap_ha=0.106 charge=+3 fmax_ev_per_a=5.322 e_tot_ha=-6392.33692 e_homo_ev=-10.677 spin_multiplicity=1
C 0.761 -2.190 -5.233 -0.76
C 0.430 -3.466 -4.398 0.38
O 1.139 -3.920 -3.538 -0.39
N -0.895 -4.185 -4.715 -0.12
H -1.007 -4.871 -3.982 0.37
H -1.768 -3.679 -4.771 0.41
C -0.886 -4.987 -5.984 -0.96
H -0.010 -2.055 -5.991 0.39
H 1.701 -2.417 -5.736 0.33
H 0.866 -1.325 -4.580 0.16
H -1.191 -4.293 -6.766 0.39
H -1.746 -5.651 -5.899 0.46
H -0.023 -5.648 -6.064 0.34
C 4.615 3.150 -2.582 -0.59
C 4.921 1.818 -3.314 0.52
O 4.032 1.097 -3.785 -0.62
N 6.402 1.336 -3.210 -0.03
H 6.962 1.837 -2.535 0.40
H 6.371 0.337 -3.067 0.34
C 7.066 1.590 -4.575 -0.87
H 4.969 3.965 -3.214 0.57
H 5.075 3.274 -1.602 0.35
H 3.554 3.245 -2.349 -0.15
H 6.566 0.957 -5.308 0.37
H 8.106 1.274 -4.486 0.38
H 7.067 2.630 -4.901 0.36
C -2.580 6.495 -3.374 -1.14
C -2.988 5.098 -3.014 0.61
O -3.331 4.689 -1.895 -0.42
N -2.943 4.098 -4.195 -0.06
H -3.871 3.743 -4.375 0.34
H -2.671 4.735 -4.929 0.42
C -1.785 3.054 -4.029 -0.42
H -2.963 6.845 -4.333 0.49
H -1.514 6.580 -3.585 0.26
H -2.903 7.205 -2.612 0.34
H -1.988 2.417 -3.168 0.12
H -0.871 3.577 -3.747 0.18
H -1.679 2.554 -4.992 0.36
C -1.579 6.831 1.769 -1.09
C -2.192 5.468 2.051 0.45
O -1.590 4.380 2.034 -0.33
N -3.702 5.461 2.498 -0.10
H -3.836 4.907 3.332 0.37
H -3.929 6.374 2.867 0.44
C -4.717 4.967 1.364 -0.59
H -0.491 6.798 1.723 0.24
H -1.916 7.551 2.515 0.47
H -1.928 7.196 0.803 0.30
H -4.489 3.939 1.084 0.09
H -4.719 5.543 0.438 0.32
H -5.770 5.007 1.644 0.45
C 1.559 -0.566 -1.553 0.80
C 1.236 0.959 -1.622 0.19
O 0.772 1.480 -2.644 -0.50
N 1.303 1.764 -0.370 1.82
H 1.136 1.082 0.355 -0.43
H 2.278 1.896 -0.141 0.38
C 0.457 3.091 -0.314 -0.07
H 0.611 -1.104 -1.511 -0.46
H 2.204 -0.767 -0.698 -0.48
H 2.063 -0.758 -2.500 0.36
H 0.372 3.560 0.666 0.16
H -0.467 2.877 -0.851 0.09
H 0.976 3.817 -0.940 -0.19
C 6.164 -5.311 -2.266 -0.75
N 4.926 -5.691 -1.445 0.21
C 4.388 -7.095 -1.852 -0.86
C 5.376 -5.821 -0.012 -0.95
C 3.715 -4.713 -1.670 -1.23
C 3.929 -3.303 -1.134 0.86
O 4.235 -3.261 0.262 -0.51
H 5.690 -5.199 -3.241 0.33
H 6.850 -6.149 -2.147 0.38
H 6.484 -4.341 -1.886 0.34
H 3.590 -7.591 -1.300 0.33
H 5.199 -7.817 -1.754 0.40
H 3.938 -6.980 -2.838 0.38
H 4.567 -5.868 0.716 0.39
H 5.952 -4.915 0.174 0.42
H 6.022 -6.650 0.279 0.39
H 2.832 -5.061 -1.133 0.44
H 3.431 -4.813 -2.718 0.41
H 3.005 -2.787 -1.395 -0.51
H 4.764 -2.860 -1.678 0.12
H 4.198 -2.323 0.461 0.74
C -2.821 1.247 -0.174 -1.13
C -2.124 0.871 1.079 1.91
C -3.030 0.910 2.333 -0.61
C -4.179 -0.120 2.261 -1.58
P -3.852 -1.889 2.808 0.86
C -3.285 -1.947 4.534 -0.97
C -4.347 -1.921 5.665 -0.75
C -3.714 -1.773 7.060 -0.49
C -4.748 -1.307 8.023 -1.41
C -5.373 -2.832 2.796 -1.46
C -5.234 -4.379 2.970 -0.27
C -6.667 -4.971 3.092 -0.84
C -7.520 -4.886 1.836 -1.13
C -2.700 -2.836 1.702 -0.39
C -3.253 -2.860 0.214 -0.33
C -2.128 -3.329 -0.767 0.49
C -1.817 -4.783 -0.534 -1.54
H -3.618 0.550 -0.434 0.31
H -2.227 1.153 -1.083 0.11
H -3.167 2.280 -0.127 0.08
H -1.291 1.507 1.378 0.35
H -1.590 -0.079 1.035 -1.09
H -3.590 1.846 2.323 -0.03
H -2.500 0.821 3.281 0.55
H -4.855 -0.040 1.410 0.70
H -4.851 0.107 3.088 0.65
H -2.629 -1.084 4.646 0.55
H -2.837 -2.940 4.567 0.78
H -4.974 -2.813 5.663 0.28
H -5.050 -1.108 5.484 0.46
H -3.002 -0.948 7.095 0.31
H -3.094 -2.597 7.413 0.48
H -5.697 -1.843 7.994 0.32
H -5.026 -0.277 7.800 0.35
H -4.241 -1.339 8.987 0.41
H -5.920 -2.595 1.883 0.54
H -6.090 -2.551 3.567 0.81
H -4.773 -4.776 3.874 0.31
H -4.840 -4.878 2.084 0.15
H -7.103 -4.448 3.944 0.38
H -6.604 -5.970 3.524 0.45
H -7.069 -5.379 0.976 0.28
H -7.663 -3.835 1.583 0.28
H -8.535 -5.271 1.931 0.42
H -2.544 -3.779 2.226 0.93
H -1.726 -2.350 1.647 -0.75
H -3.461 -1.813 -0.007 -0.16
H -4.136 -3.425 -0.084 0.48
H -1.222 -2.725 -0.817 -0.52
H -2.492 -3.253 -1.792 0.48
H -0.901 -5.025 -1.073 0.42
H -2.644 -5.437 -0.811 0.31
H -1.345 -4.917 0.439 0.35
C 5.845 1.111 2.132 0.38
F 6.491 0.014 2.587 -0.22
F 5.031 1.548 3.071 -0.17
F 6.660 2.083 1.822 -0.17
S 4.950 0.631 0.466 1.23
O 6.029 0.792 -0.511 -0.79
O 4.514 -0.747 0.537 -0.99
O 3.967 1.684 0.293 -0.99
C 2.275 -1.536 3.498 0.21
F 2.498 -0.562 4.416 -0.19
F 3.315 -1.675 2.692 -0.14
F 2.024 -2.701 4.019 -0.20
S 0.847 -1.055 2.346 0.64
O 0.862 -2.052 1.252 -0.63
O -0.240 -1.107 3.292 -0.46
O 1.020 0.341 1.845 -0.75
C 1.841 7.711 -3.332 0.46
F 2.808 7.610 -4.242 -0.19
F 2.242 8.431 -2.289 -0.19
F 0.762 8.352 -3.851 -0.24
S 1.272 6.009 -2.615 1.02
O 0.750 5.297 -3.799 -0.81
O 2.465 5.415 -2.060 -0.48
O 0.261 6.300 -1.610 -0.54
C 2.976 4.944 2.687 0.40
F 1.653 5.171 2.772 -0.19
F 3.112 3.649 2.557 -0.21
F 3.411 5.392 1.473 -0.23
S 4.003 5.623 4.158 1.21
O 4.839 6.721 3.640 -0.66
O 2.951 6.076 5.081 -0.69
O 4.780 4.449 4.576 -0.63

=====

(2)
148
Properties=species:S:1:pos:R:3:mulliken_charge:R:1 method="wB97M-V/def2-TZVPD" homo_lumo_gap_ha=0.299 charge=0 fmax_ev_per_a=1.235 e_tot_ha=-2837.08189 e_homo_ev=-8.707 spin_multiplicity=1
C -1.965 -1.240 3.870 -0.60
C -2.221 -0.626 2.709 -0.57
C -1.658 -1.191 1.465 0.55
C -0.350 -1.330 1.216 0.03
O 0.626 -0.933 2.080 -0.58
C 0.105 -1.981 -0.053 0.54
O 1.113 -1.600 -0.610 -0.61
C -0.783 -3.063 -0.563 0.19
C -0.304 -4.201 -1.220 1.39
C 1.181 -4.405 -1.444 -0.32
C 1.598 -5.665 -2.235 -0.66
N 2.025 -6.792 -1.400 -0.65
C -1.243 -5.154 -1.610 -0.59
C -2.596 -4.978 -1.377 -1.44
C -3.069 -3.843 -0.742 -0.82
C -2.147 -2.902 -0.319 0.73
C -2.595 -1.692 0.421 -0.27
O -3.644 -1.129 0.177 -0.59
H -1.020 -1.745 4.033 0.14
H -2.682 -1.296 4.677 0.25
H -2.807 0.285 2.668 0.49
H 1.067 -0.138 1.755 0.31
H 1.620 -4.515 -0.447 0.27
H 1.641 -3.528 -1.888 0.36
H 0.819 -5.999 -2.913 0.01
H 2.460 -5.373 -2.836 0.40
H 1.212 -7.095 -0.874 0.18
H 2.713 -6.467 -0.734 0.33
H -0.922 -6.062 -2.093 0.24
H -3.305 -5.735 -1.683 0.56
H -4.123 -3.679 -0.567 0.57
C 4.748 -0.188 1.102 -0.09
C 4.798 -0.725 -0.317 -0.24
O 4.553 -2.127 -0.354 -0.54
H 5.483 -0.696 1.726 0.28
H 4.942 0.884 1.129 -0.16
H 3.764 -0.368 1.544 -0.01
H 5.783 -0.560 -0.753 0.34
H 4.058 -0.213 -0.942 0.22
H 3.674 -2.264 0.015 0.27
C -6.340 0.311 1.607 -0.87
C -6.550 -0.986 2.353 0.43
O -7.309 -0.823 3.548 -0.54
H -5.833 1.040 2.240 0.30
H -5.732 0.135 0.719 0.01
H -7.292 0.752 1.298 0.44
H -5.589 -1.395 2.658 -0.29
H -7.045 -1.720 1.707 0.22
H -8.170 -0.471 3.306 0.30
C 6.466 4.756 0.978 -0.96
C 5.844 3.373 0.980 -0.23
O 4.728 3.301 1.866 -0.54
H 6.791 5.024 1.984 0.30
H 7.327 4.797 0.309 0.25
H 5.749 5.507 0.653 0.25
H 6.560 2.624 1.319 0.30
H 5.521 3.100 -0.031 0.26
H 4.082 3.950 1.571 0.30
C -1.720 -8.335 2.356 -1.05
C -0.450 -8.507 1.544 -0.26
O 0.145 -7.251 1.221 -0.40
H -2.439 -7.724 1.810 0.24
H -2.176 -9.300 2.579 0.36
H -1.509 -7.828 3.301 0.33
H -0.665 -8.995 0.595 0.28
H 0.271 -9.124 2.090 0.29
H 0.355 -6.804 2.046 0.24
C -6.139 -4.219 4.207 -1.19
C -4.916 -3.397 4.564 -0.21
O -3.845 -3.598 3.641 -0.41
H -5.885 -5.279 4.174 0.34
H -6.938 -4.068 4.933 0.35
H -6.516 -3.938 3.221 0.22
H -4.530 -3.687 5.541 0.50
H -5.177 -2.335 4.604 0.21
H -4.152 -3.339 2.766 0.22
C -1.120 -5.962 -6.144 -0.81
C -1.487 -7.208 -5.362 -0.43
O -2.272 -6.899 -4.210 -0.43
H -0.567 -5.267 -5.510 0.21
H -0.506 -6.211 -7.010 0.30
H -2.012 -5.448 -6.499 0.26
H -0.594 -7.714 -4.994 0.30
H -2.037 -7.909 -5.999 0.33
H -3.074 -6.462 -4.510 0.28
C 7.891 8.819 -1.580 -1.07
C 7.229 7.454 -1.552 -0.01
O 6.108 7.428 -0.675 -0.51
H 8.216 9.106 -0.579 0.39
H 8.761 8.828 -2.239 0.35
H 7.180 9.573 -1.926 0.09
H 7.923 6.697 -1.189 0.33
H 6.906 7.166 -2.559 0.18
H 5.471 8.082 -0.988 0.26
C 0.560 -1.639 7.293 -1.02
C -0.025 -0.246 7.437 -0.31
O -1.347 -0.164 6.910 -0.42
H 0.574 -1.937 6.244 0.18
H 1.578 -1.679 7.681 0.37
H -0.044 -2.369 7.836 0.34
H 0.569 0.478 6.881 0.30
H -0.031 0.054 8.491 0.31
H -1.896 -0.787 7.397 0.27
C 6.253 10.579 -5.442 -1.12
C 5.871 9.357 -4.630 -0.17
O 5.075 9.714 -3.493 -0.39
H 6.804 11.287 -4.822 0.30
H 6.873 10.304 -6.296 0.35
H 5.362 11.090 -5.814 0.32
H 6.759 8.860 -4.243 0.15
H 5.318 8.639 -5.244 0.31
H 4.280 10.141 -3.827 0.26
C -2.695 3.845 7.645 -1.06
C -3.335 2.479 7.809 0.11
O -4.462 2.522 8.684 -0.55
H -2.381 4.234 8.614 0.29
H -1.826 3.793 6.988 0.31
H -3.406 4.557 7.219 0.34
H -2.627 1.779 8.246 0.06
H -3.644 2.080 6.837 0.20
H -5.107 3.126 8.305 0.30
C -7.209 0.721 -2.414 -0.95
C -7.348 -0.788 -2.334 -0.20
O -6.085 -1.439 -2.289 -0.48
H -6.629 1.001 -3.294 0.29
H -8.186 1.205 -2.468 0.33
H -6.683 1.106 -1.537 0.24
H -7.858 -1.173 -3.217 0.32
H -7.938 -1.067 -1.453 0.21
H -5.613 -1.129 -1.506 0.26
C -1.304 -3.969 -10.825 -1.07
C -1.711 -5.181 -10.008 -0.17
O -2.517 -4.826 -8.888 -0.47
H -0.759 -3.259 -10.202 0.29
H -0.671 -4.256 -11.665 0.32
H -2.184 -3.455 -11.218 0.33
H -0.833 -5.682 -9.603 0.25
H -2.252 -5.897 -10.636 0.27
H -3.309 -4.392 -9.219 0.27
C 5.177 12.325 -0.527 -1.05
C 5.067 10.928 0.055 0.29
O 3.858 10.285 -0.342 -0.55
H 4.334 12.937 -0.205 0.30
H 6.103 12.811 -0.214 0.33
H 5.161 12.286 -1.619 0.24
H 5.068 10.968 1.143 0.37
H 5.917 10.318 -0.261 -0.24
H 3.867 10.235 -1.304 0.29